{
  "formula": "C10H16",
  "method": "ωB97M-V/def2-TZVPD",
  "charge": 1,
  "lumo_ev": [-4.63, -8.38],
  "max_force_ev_per_a": 6.61,
  "e_homo_ev": [-13.69, -13.69],
  "multiplicity": 2,
  "gap_ev": [9.07, 5.31],
  "species": ["C", "C", "C", "H", "H", "H", "H", "H", "H", "H", "H", "C", "C", "C", "C", "C", "C", "C", "H", "H", "H", "H", "H", "H", "H", "H"],
  "positions_angstrom": [[-1.64355, 2.29509, -0.77737], [-1.43559, 0.88721, -1.61625], [-1.63003, 2.04403, 0.79845], [-2.51708, 2.79225, -0.99761], [-0.75110, 2.83321, -1.06635], [-2.53732, 0.68694, -1.83631], [-0.90742, 0.97889, -2.53646], [-1.29580, 1.00463, 0.98117], [-2.59801, 2.02666, 1.39181], [-0.85283, 0.14313, -1.04762], [-0.80958, 2.57958, 1.18275], [2.65763, 0.31324, 1.09223], [-0.25478, -2.80789, -0.22152], [-0.47367, -2.02359, 0.87674], [0.90998, -2.48081, -1.03312], [0.38525, -0.99412, 1.21385], [1.86802, -1.56007, -0.55246], [1.69515, -0.80447, 0.61253], [-1.17584, -3.29020, -0.58634], [-1.38924, -2.16614, 1.56354], [1.08507, -2.81428, -2.02514], [0.17671, -0.30297, 2.01074], [2.69569, -1.15230, -1.05428], [2.83970, 1.01945, 0.45584], [3.63294, 0.03743, 1.14859], [2.32571, 0.75510, 2.02263]]
}


{
  "formula": "C2H10N6O",
  "method": "ωB97M-V/def2-TZVPD",
  "charge": 2,
  "lumo_ev": -7.80,
  "max_force_ev_per_a": 4.90,
  "e_homo_ev": -16.99,
  "gap_ev": 9.18,
  "species": ["C", "C", "N", "N", "N", "N", "N", "N", "O", "H", "H", "H", "H", "H", "H", "H", "H", "H", "H"],
  "positions_angstrom": [[-1.76554, 0.68142, 0.23233], [3.02192, -0.18495, -0.36310], [-1.82576, 1.86947, -0.04620], [-2.68645, 0.15167, 1.23973], [3.81203, -1.14016, -0.38587], [2.58933, 0.89368, -0.27462], [-0.91171, -0.31997, -0.29164], [-1.38983, -1.65259, -0.26560], [1.60224, 1.74044, -0.10729], [-1.12976, 2.23153, -0.72334], [-3.48334, -0.51708, 1.03078], [-3.18340, 0.98787, 1.70128], [4.73478, -0.89277, 0.08991], [3.71503, -2.05060, -0.94866], [-0.31685, -0.00821, -1.14547], [-0.62284, -2.33950, -0.17433], [-2.02412, -1.82667, -1.12586], [-2.12927, -0.30915, 2.01415], [1.99356, 2.68559, -0.45620]]
}


{
  "formula": "C16H13NO3S2",
  "method": "ωB97M-V/def2-TZVPD",
  "lumo_ev": -0.50,
  "max_force_ev_per_a": 18.77,
  "e_homo_ev": -8.55,
  "smiles": "O=C(CCC(=O)c1cccs1)OCc1nc2ccccc2s1",
  "gap_ev": 8.04,
  "species": ["O", "C", "C", "C", "C", "O", "C", "C", "C", "C", "S", "O", "C", "C", "N", "C", "C", "C", "C", "C", "C", "S", "H", "H", "H", "H", "H", "H", "H", "H", "H", "H", "H", "H", "H"],
  "positions_angstrom": [[0.01110, -3.19218, -0.00751], [0.63379, -2.18124, 0.25984], [1.43333, -2.01612, 1.52457], [2.31473, -0.84146, 1.21600], [3.00249, -0.73137, 0.14918], [3.00374, -1.58864, -0.77965], [3.94075, 0.36608, -0.04298], [4.79608, 0.70476, -1.55805], [5.62477, 1.74528, -1.24210], [5.31887, 2.21499, -0.07506], [4.21665, 1.76443, 0.90427], [0.37441, -0.87908, -0.30709], [-0.67938, -0.96374, -1.35655], [-1.99577, -0.53936, -0.99819], [-3.05269, -0.10429, -1.53720], [-4.14101, 0.33432, -0.69631], [-5.28376, 0.93358, -1.50091], [-6.28035, 1.39323, -0.60026], [-5.96630, 1.33533, 0.86134], [-4.86988, 1.13739, 1.42320], [-3.94245, 0.57519, 0.43172], [-2.22906, -0.31867, 0.77811], [0.85953, -2.15844, 2.30940], [2.02155, -3.04611, 1.41339], [1.73672, 0.05240, 1.24145], [3.11010, -0.78645, 2.15049], [4.84135, -0.04099, -2.19314], [6.25295, 2.02434, -1.92277], [5.65786, 3.29218, 0.36052], [-0.93614, -2.00335, -1.62889], [-0.22114, -0.20428, -2.19727], [-5.38549, 0.73364, -2.39209], [-7.24266, 1.68849, -0.76505], [-6.78900, 1.72703, 1.40301], [-4.61543, 1.03392, 2.50621]]
}


{
  "formula": "C23H39As2O13S2Si2Tc",
  "method": "ωB97M-V/def2-TZVPD",
  "charge": -1,
  "lumo_ev": [1.61, 1.59],
  "max_force_ev_per_a": 1.49,
  "e_homo_ev": [-5.05, -5.31],
  "multiplicity": 4,
  "gap_ev": [6.66, 6.89],
  "species": ["Tc", "O", "As", "O", "O", "C", "C", "C", "C", "C", "C", "S", "O", "O", "O", "H", "H", "H", "H", "H", "O", "C", "C", "O", "C", "C", "O", "C", "O", "O", "C", "Si", "C", "C", "C", "Si", "C", "C", "C", "H", "H", "H", "H", "H", "H", "H", "H", "H", "H", "H", "H", "H", "H", "H", "H", "H", "H", "H", "C", "S", "C", "O", "H", "H", "H", "H", "H", "H", "C", "As", "C", "C", "O", "H", "H", "H", "H", "H", "H", "H", "H", "H"],
  "positions_angstrom": [[0.11187, 0.37522, 0.25655], [-2.42656, 2.57734, -2.21951], [-2.89219, 1.30541, -1.10928], [-4.39768, 1.60906, -0.56267], [-1.73322, 1.18917, 0.12473], [-2.86649, -0.31014, -2.15378], [-4.06836, -1.00747, -2.13613], [-4.19591, -2.19953, -2.83398], [-3.12534, -2.68892, -3.56224], [-1.92570, -1.99254, -3.59335], [-1.78758, -0.81414, -2.87737], [-0.26929, 0.09056, -3.09932], [0.74576, -0.87769, -3.42936], [-0.52304, 1.09485, -4.08600], [-0.03448, 0.74554, -1.75551], [-3.08131, 3.27474, -2.07837], [-4.89343, -0.58425, -1.57475], [-5.13539, -2.73727, -2.81897], [-3.22397, -3.61280, -4.11841], [-1.09159, -2.35104, -4.17429], [3.85615, -2.38360, 4.91790], [3.41192, -1.94020, 3.88725], [2.07478, -1.22813, 3.70854], [1.24365, -1.03991, 4.57903], [2.03671, -0.88191, 2.31084], [3.17458, -1.27298, 1.57185], [3.36373, -1.07883, 0.35621], [4.07130, -2.01587, 2.51139], [5.09073, -2.60805, 2.23118], [1.04624, -0.27742, 1.69535], [-2.37506, 2.04792, 2.67882], [-1.12627, 3.11727, 1.76442], [-1.87266, 4.26162, 0.46374], [-0.54961, 4.29428, 3.14555], [0.46194, 2.26623, 1.20356], [1.72391, 3.25198, 0.20630], [2.12131, 4.90624, 1.01171], [3.32019, 2.27102, 0.19157], [1.23530, 3.66635, -1.55585], [-2.50667, 2.39823, 3.70335], [-2.04994, 1.00636, 2.70155], [-3.33581, 2.06461, 2.15949], [-2.94476, 4.07148, 0.35547], [-1.41018, 4.10507, -0.51068], [-1.73552, 5.30543, 0.75075], [-1.42004, 4.83325, 3.53359], [0.17881, 5.03138, 2.81818], [-0.11234, 3.73617, 3.97809], [0.96745, 1.99165, 2.13561], [2.43453, 4.79288, 2.05093], [1.26468, 5.58099, 0.98629], [2.93864, 5.37750, 0.45860], [3.64231, 2.04207, 1.21055], [4.12129, 2.82875, -0.30025], [3.20940, 1.31550, -0.32718], [0.59345, 4.54902, -1.58824], [0.70215, 2.85935, -2.05432], [2.13539, 3.88508, -2.13619], [-3.63113, -2.74831, 1.14719], [-1.99160, -2.45472, 0.48090], [-1.16776, -3.91456, 1.15637], [-1.49052, -1.30033, 1.30446], [-4.25476, -1.91465, 0.82806], [-3.54631, -2.75856, 2.23313], [-4.02728, -3.68883, 0.76398], [-0.94101, -4.60137, 0.34156], [-1.77894, -4.39998, 1.91419], [-0.24501, -3.53794, 1.59257], [1.06425, -3.83614, -2.58657], [1.82334, -2.67130, -1.23967], [2.45010, -3.97804, 0.04560], [3.41821, -2.01763, -2.09179], [0.57077, -1.78051, -0.55860], [1.66234, -4.74559, -2.63908], [1.07754, -3.33006, -3.54571], [0.03829, -4.08124, -2.31473], [2.43511, -4.96793, -0.41114], [1.79095, -3.96735, 0.91134], [3.45724, -3.73008, 0.36920], [4.04800, -2.90281, -2.19692], [3.90538, -1.28829, -1.45111], [3.16500, -1.60068, -3.05619]]
}


{
  "formula": "ClN3O2",
  "method": "ωB97M-V/def2-TZVPD",
  "lumo_ev": -1.14,
  "max_force_ev_per_a": 2.01,
  "e_homo_ev": -10.87,
  "smiles": "N#[N+][O-].O=NCl",
  "gap_ev": 9.73,
  "species": ["N", "N", "O", "O", "N", "Cl"],
  "positions_angstrom": [[-0.72808, 0.57756, -1.09483], [-0.34489, 1.52678, -0.64465], [0.18297, 2.45691, -0.19153], [0.48951, -1.33950, -0.24631], [0.53268, -1.04324, 0.86644], [-0.52899, -2.10818, 1.92489]]
}


{
  "formula": "C8H30BrN2O6",
  "method": "ωB97M-V/def2-TZVPD",
  "lumo_ev": [0.09, -5.43],
  "max_force_ev_per_a": 3.06,
  "e_homo_ev": [-9.58, -9.58],
  "multiplicity": 2,
  "gap_ev": [9.67, 4.15],
  "species": ["Br", "C", "C", "C", "O", "C", "N", "H", "H", "H", "H", "H", "H", "H", "H", "H", "H", "H", "C", "C", "C", "O", "C", "N", "H", "H", "H", "H", "H", "H", "H", "H", "H", "H", "H", "O", "H", "H", "O", "H", "H", "O", "H", "H", "O", "H", "H"],
  "positions_angstrom": [[-19.75559, 15.00202, -19.32579], [-20.85294, 12.63023, -14.32640], [-20.74954, 13.56753, -15.53579], [-21.38790, 14.98730, -15.29143], [-22.75194, 14.97773, -15.00851], [-23.16572, 16.12659, -14.30123], [-19.36766, 13.64805, -16.04234], [-20.23976, 11.73595, -14.43760], [-21.86290, 12.24686, -14.18108], [-20.48010, 13.14741, -13.44232], [-21.34219, 13.08501, -16.31299], [-21.25659, 15.65927, -16.13956], [-20.86879, 15.41841, -14.43541], [-22.75786, 17.01938, -14.77524], [-22.84013, 16.03680, -13.26488], [-24.25190, 16.21734, -14.29208], [-19.49387, 14.13694, -16.91707], [-19.13620, 12.70324, -16.31408], [-22.40507, 18.61443, -19.63584], [-21.28104, 19.22997, -18.73882], [-21.35913, 18.49918, -17.32391], [-20.34254, 19.23944, -16.54939], [-19.77534, 18.55009, -15.45651], [-19.98521, 18.98669, -19.35398], [-22.37343, 18.89627, -20.68830], [-23.43537, 18.91440, -19.44451], [-22.34374, 17.52628, -19.61899], [-21.31470, 20.31853, -18.69420], [-21.09734, 17.44316, -17.39012], [-22.35297, 18.55764, -16.88012], [-18.99997, 19.19811, -15.04788], [-19.34667, 17.61629, -15.82032], [-20.55405, 18.27102, -14.74670], [-19.15908, 19.22079, -18.82218], [-19.92004, 17.98489, -19.46464], [-21.78510, 11.84968, -19.07275], [-21.66581, 12.79845, -19.11562], [-22.68511, 11.73449, -18.76789], [-17.83988, 12.15404, -18.95033], [-16.97423, 12.53949, -18.81499], [-18.35405, 12.85405, -19.35262], [-16.93891, 16.69870, -18.54556], [-17.00285, 17.65376, -18.54616], [-17.83592, 16.39802, -18.69123], [-19.10029, 15.27107, -22.49352], [-19.28178, 15.53732, -21.59218], [-19.74773, 14.59055, -22.67773]]
}